# C25H54BI2N5O9P

A 2-piece molecular cluster, C25H54BI2N5O9P overall at a distorted geometry (ωB97M-V with the def2-TZVPD basis set, the OMol25 dataset).

Values from the calculation:
Charge: +1
HOMO energy in eV: -9.580
Multiplicity: 1
Frontier orbital gap in eV: 7.48

```
97
Properties=species:S:1:pos:R:3:forces:R:3
C 2.821 -5.335 2.970 0.0 0.2 0.1
C 3.147 -4.313 1.909 0.2 -0.1 -0.1
O 2.862 -3.014 2.424 -0.2 0.1 0.2
C 2.670 -2.016 1.447 -0.1 -0.5 0.1
C 1.158 -2.025 1.157 0.3 0.1 0.2
N 0.472 -0.795 0.636 -0.2 -0.1 -0.1
O -0.809 -1.178 0.064 0.5 0.2 0.2
C -1.489 -2.273 0.654 -0.4 -0.3 0.3
C -2.931 -2.203 0.144 0.1 -0.2 -0.3
N -3.066 -1.772 -1.248 -0.2 -0.2 0.3
C -3.278 -2.887 -2.161 0.0 -0.1 -0.2
C -3.406 -2.469 -3.615 0.1 0.1 -0.2
C -4.549 -1.494 -3.843 0.2 0.2 0.2
O -2.169 -1.913 -4.059 0.0 0.1 0.1
C 0.072 0.144 1.743 0.0 0.2 0.3
C 1.139 0.429 2.792 -0.2 0.2 0.1
C -0.525 1.467 1.208 0.1 0.2 -0.3
C -1.754 1.828 2.035 0.2 0.0 0.6
C -2.094 3.317 1.991 0.1 0.0 0.0
C -2.685 3.801 3.319 0.2 0.0 -0.1
C -3.321 5.146 3.144 0.1 -0.2 0.1
O -2.786 6.070 2.603 0.1 0.4 -0.3
O -4.555 5.206 3.652 -0.6 0.0 -0.1
N -0.740 1.615 -0.233 -0.7 -1.0 0.3
B -2.081 1.827 -0.779 0.0 0.2 -0.3
O -2.156 2.735 -1.813 0.3 -0.4 -0.2
O -3.208 1.140 -0.384 0.1 0.3 0.6
C -4.482 1.801 -0.366 -0.2 -0.2 -0.4
C -5.326 1.308 0.799 0.1 -0.1 0.1
C 0.026 0.780 -1.192 0.0 0.7 0.1
C 1.122 -0.110 -0.598 0.0 0.0 -0.3
C 2.513 0.629 -0.348 0.0 -0.1 -0.6
I 4.300 -0.413 -1.217 -0.1 -0.2 0.2
C 2.619 2.084 -0.886 0.7 -0.1 0.4
C 1.931 3.162 -0.068 -0.3 0.2 -0.4
I 4.711 2.792 -0.920 -0.3 0.8 0.2
P 1.540 -1.525 -1.843 0.4 -1.2 0.0
C 1.282 -0.665 -3.410 0.2 0.5 0.1
O 0.296 -2.634 -1.893 -0.6 0.5 0.1
H 3.237 -4.998 3.919 0.1 -0.1 0.0
H 1.745 -5.437 3.098 0.0 -0.1 0.0
H 3.250 -6.303 2.718 0.0 0.0 0.0
H 4.206 -4.363 1.643 0.0 0.0 0.0
H 2.569 -4.492 0.996 0.0 0.0 0.0
H 3.225 -2.264 0.548 0.1 0.2 -0.1
H 3.032 -1.089 1.874 0.1 0.1 -0.1
H 0.960 -2.816 0.444 -0.1 0.0 0.0
H 0.677 -2.257 2.105 -0.1 0.0 0.0
H -1.520 -2.209 1.746 0.0 0.1 0.0
H -1.026 -3.228 0.407 0.1 0.1 -0.3
H -3.516 -1.547 0.784 0.1 0.2 0.0
H -3.328 -3.217 0.276 -0.1 0.0 0.1
H -3.890 -1.187 -1.266 0.1 0.2 -0.2
H -4.203 -3.435 -1.929 0.0 -0.1 0.1
H -2.448 -3.588 -2.070 0.1 0.0 0.0
H -3.605 -3.375 -4.196 0.0 -0.1 0.1
H -4.654 -1.263 -4.902 -0.1 -0.1 -0.1
H -5.493 -1.886 -3.467 -0.1 -0.1 -0.1
H -4.342 -0.555 -3.323 0.0 0.0 0.0
H -2.357 -1.330 -4.800 0.0 -0.1 -0.1
H -0.712 -0.391 2.281 0.0 -0.3 -0.3
H 0.615 0.892 3.630 0.0 0.0 0.0
H 1.881 1.155 2.471 0.1 -0.1 -0.1
H 1.605 -0.463 3.193 0.1 -0.1 0.0
H 0.198 2.226 1.508 0.2 0.1 -0.1
H -1.497 1.587 3.074 0.0 0.0 0.0
H -2.599 1.195 1.790 -0.1 0.0 -0.1
H -2.763 3.575 1.168 -0.1 -0.1 0.0
H -1.179 3.881 1.803 0.0 0.1 -0.1
H -1.868 3.954 4.027 0.0 -0.2 0.1
H -3.395 3.087 3.730 -0.1 0.0 0.1
H -4.947 6.039 3.345 0.1 0.1 0.3
H -2.848 2.510 -2.441 -0.2 0.3 0.0
H -5.004 1.577 -1.301 0.0 0.0 -0.1
H -4.355 2.882 -0.336 0.2 0.0 0.1
H -5.983 0.490 0.506 0.0 0.0 0.0
H -4.694 0.937 1.603 0.1 0.1 0.0
H -5.934 2.113 1.209 -0.1 0.0 0.0
H 0.490 1.418 -1.939 0.1 0.1 0.0
H -0.666 0.152 -1.752 -0.1 -0.2 0.1
H 2.800 0.645 0.695 -0.1 -0.1 0.1
H 2.362 2.149 -1.937 0.0 -0.1 -0.1
H 2.321 4.138 -0.343 0.0 0.0 0.0
H 0.870 3.185 -0.294 -0.2 -0.1 0.2
H 2.105 3.022 0.996 0.0 0.0 0.1
H 0.252 -0.363 -3.566 -0.2 -0.1 -0.1
H 1.930 0.212 -3.441 0.0 0.0 -0.2
H 1.603 -1.358 -4.184 -0.1 0.0 -0.1
H 0.684 -3.466 -2.188 0.0 0.0 0.0
C 8.186 0.414 -1.530 0.2 0.2 0.0
O 7.124 -0.190 -1.603 0.2 -0.1 -0.1
N 9.387 -0.207 -1.713 -0.1 0.1 0.0
N 8.240 1.755 -1.263 -0.2 -0.3 0.0
H 10.266 0.269 -1.659 0.0 0.0 0.0
H 9.372 -1.189 -1.913 0.0 0.0 0.0
H 7.349 2.204 -1.129 0.2 0.0 0.0
H 9.089 2.284 -1.205 0.0 0.0 0.0
```
Forces are in eV/Å.


# C2H7N3O2

A 2-piece molecular cluster, C2H7N3O2 overall at a distorted geometry (ωB97M-V with the def2-TZVPD basis set, the OMol25 dataset).

Values from the calculation:
Charge: +2
HOMO energy (spin up / spin down) in eV: -18.309 / -18.308
Multiplicity: 1
Frontier orbital gap (spin up / spin down) in eV: 10.02 / 10.02

```
14
Properties=species:S:1:pos:R:3:forces:R:3
C -3.703 -0.016 0.239 -2.2 -1.1 1.8
C 2.829 0.270 0.373 -0.6 0.2 0.9
N -2.586 0.180 -0.340 -1.0 3.4 -3.9
N -4.712 -0.782 0.104 1.2 -0.6 -2.2
N 4.370 0.213 0.043 -2.5 0.2 -1.4
O 1.972 -0.109 -0.337 1.4 0.4 0.5
O -1.427 -0.028 -0.189 1.2 -0.7 0.8
H 2.828 0.710 1.391 -0.9 -0.1 -0.3
H -2.893 1.030 -1.138 0.8 -2.0 1.8
H -5.611 -0.674 0.536 -0.3 0.5 0.8
H -4.716 -1.483 -0.680 0.0 0.5 1.0
H 4.777 0.212 0.982 0.9 -0.3 -0.5
H 4.490 1.159 -0.450 0.7 -1.9 0.3
H 4.383 -0.683 -0.534 1.2 1.5 0.5
```
Forces are in eV/Å.


# C41H52F2NO4PS3

A 3-piece molecular cluster, C41H52F2NO4PS3 overall at a distorted geometry (ωB97M-V with the def2-TZVPD basis set, the OMol25 dataset).

Values from the calculation:
HOMO energy in eV: -8.154
Multiplicity: 1
SMILES string: COCCCCCCCCCc1ccc2c(c1[PH2]=S)Sc1c(CC=O)cc(CCCCOC)c(O)c1N2S.Fc1ccccc1.Fc1ccccc1
Frontier orbital gap in eV: 7.45

```
104
Properties=species:S:1:pos:R:3:forces:R:3
C -2.495 3.739 0.623 -0.1 -1.3 0.3
O -1.778 4.571 1.605 0.9 -0.6 -2.4
C -0.493 5.016 0.988 0.3 1.0 0.2
C 0.566 5.604 2.138 -0.5 0.2 -0.9
C 2.034 4.850 2.038 0.6 1.0 0.9
C 2.283 3.737 3.243 -1.4 -0.2 -0.5
C 2.825 2.275 2.674 -0.3 -0.1 -0.1
C 4.145 1.710 3.532 -0.8 1.2 0.5
C 3.687 0.526 4.564 0.4 0.6 0.9
C 4.370 -0.938 4.312 0.5 0.2 0.2
C 4.719 -1.303 2.755 -0.2 -1.1 -0.2
C 3.426 -1.459 1.761 -2.9 -0.4 -2.9
C 1.856 -1.174 2.134 0.5 -1.0 -3.2
C 0.596 -1.311 1.044 4.4 -0.8 -1.8
C 0.962 -1.765 -0.510 2.4 0.6 3.7
C 2.547 -2.109 -0.896 -1.6 1.4 3.0
C 3.750 -1.961 0.208 -3.9 1.8 0.7
P 5.539 -2.381 -0.328 -1.7 -2.2 0.4
S 5.646 -4.363 -0.308 0.2 0.8 -0.1
S 2.807 -2.674 -2.703 -1.4 2.0 1.0
C 1.615 -1.519 -3.652 -2.7 2.0 -0.6
C 1.982 -0.882 -5.134 -3.1 0.9 1.8
C 3.419 -1.279 -5.883 -0.4 -0.8 -0.2
C 3.368 -2.845 -6.465 -2.8 -1.4 -5.5
O 2.810 -3.159 -7.661 3.5 2.3 7.5
C 0.858 0.145 -5.808 -0.4 -1.5 3.2
C -0.579 0.545 -5.060 3.0 -2.7 1.1
C -1.579 1.610 -5.810 0.4 0.4 0.3
C -3.097 1.056 -6.090 0.0 -0.7 0.0
C -4.173 1.471 -4.921 1.0 0.3 -0.1
C -5.380 2.465 -5.412 0.2 -0.9 0.9
O -5.801 3.246 -4.203 -0.3 -2.1 -0.3
C -6.146 2.340 -3.093 -0.3 -0.8 1.4
C -0.874 -0.172 -3.613 2.1 -0.6 -0.3
O -2.133 0.097 -2.843 3.3 0.9 -1.6
C 0.180 -1.219 -2.846 1.0 2.2 -4.2
N -0.178 -1.841 -1.501 2.6 0.8 -1.4
S -0.726 -3.486 -1.735 -1.1 0.3 0.0
H -1.876 2.727 0.497 -1.2 2.1 0.0
H -2.638 4.253 -0.430 0.3 -0.9 2.2
H -3.538 3.402 1.082 2.2 1.1 -1.0
H 0.024 4.159 0.377 -1.1 1.3 1.2
H -0.748 5.901 0.233 0.5 -1.9 1.5
H 0.071 5.541 3.207 1.1 -0.1 -2.2
H 0.687 6.753 1.874 -0.1 -2.4 0.7
H 2.215 4.395 0.959 -0.5 0.9 2.3
H 2.842 5.709 2.217 -1.6 -1.9 -0.7
H 2.944 4.187 4.098 -1.0 -0.9 -1.8
H 1.205 3.562 3.726 2.5 0.3 -1.0
H 3.047 2.300 1.501 -0.4 0.2 2.6
H 1.890 1.540 2.780 2.3 1.4 -0.2
H 5.062 1.461 2.850 -1.9 0.2 1.3
H 4.481 2.644 4.196 -0.6 -2.1 -1.5
H 4.036 0.875 5.651 -0.8 -0.9 -2.3
H 2.503 0.517 4.616 2.5 -0.2 -0.2
H 5.405 -0.957 4.904 -2.2 0.0 -1.4
H 3.712 -1.779 4.806 1.2 1.6 -1.2
H 5.529 -0.583 2.256 -2.0 -1.3 1.2
H 5.251 -2.372 2.775 -1.2 2.2 -0.1
H 1.549 -0.853 3.217 0.8 -0.7 -2.3
H -0.531 -1.071 1.333 2.8 -0.6 -0.6
H 6.483 -1.852 0.626 -0.7 0.4 -0.9
H 5.762 -1.944 -1.684 -0.1 0.6 1.0
H 4.338 -1.261 -5.137 -2.1 0.2 -1.4
H 3.636 -0.573 -6.821 -0.7 -1.6 2.2
H 3.827 -3.768 -5.865 -0.9 2.2 -0.9
H 1.104 0.638 -6.862 -0.6 -1.2 2.6
H -1.579 2.595 -5.138 -0.2 -2.1 -1.4
H -1.148 1.954 -6.859 -0.4 -1.0 2.3
H -3.431 1.412 -7.177 0.6 -0.7 2.4
H -3.035 -0.128 -6.102 -0.1 2.5 -0.2
H -3.550 2.069 -4.097 -1.5 -1.2 -1.8
H -4.534 0.476 -4.417 0.4 2.1 -1.0
H -6.314 1.829 -5.798 2.0 1.4 0.7
H -5.001 3.212 -6.239 -0.9 -1.4 1.9
H -5.227 2.139 -2.359 -1.7 0.5 -1.7
H -7.001 2.774 -2.389 1.8 -0.5 -1.9
H -6.526 1.276 -3.435 0.7 2.2 0.4
H -1.990 1.018 -2.477 -0.3 -1.5 -0.6
H -2.124 -3.449 -1.452 1.7 0.6 -0.2
F -0.909 -4.731 2.168 0.1 0.2 0.1
C -1.318 -5.898 1.653 -0.3 -1.0 -0.4
C -1.238 -6.106 0.281 0.0 -0.1 0.0
C -1.658 -7.323 -0.255 -0.1 0.0 0.5
C -2.166 -8.315 0.587 0.0 0.0 0.0
C -2.248 -8.095 1.963 0.1 0.2 -0.3
C -1.816 -6.882 2.500 0.0 0.1 0.0
H -0.848 -5.320 -0.359 0.0 -0.3 0.4
H -1.592 -7.498 -1.326 0.0 0.1 0.2
H -2.498 -9.263 0.168 0.1 0.2 0.1
H -2.647 -8.867 2.616 0.1 0.2 -0.1
H -1.865 -6.697 3.568 0.0 0.0 -0.1
F -0.712 3.632 4.947 0.1 0.2 0.0
C -1.457 2.537 5.149 -0.6 -0.9 0.1
C -1.300 1.809 6.324 0.1 0.1 0.0
C -2.079 0.673 6.537 -0.1 0.1 -0.4
C -3.000 0.269 5.567 0.0 0.0 0.0
C -3.147 1.003 4.389 0.3 0.0 0.4
C -2.375 2.146 4.181 0.0 0.1 -0.1
H -0.574 2.133 7.062 -0.1 0.0 -0.1
H -1.970 0.101 7.455 0.0 0.1 -0.2
H -3.605 -0.620 5.731 0.1 0.2 0.0
H -3.862 0.685 3.633 0.1 0.1 0.1
H -2.483 2.733 3.275 0.1 0.0 0.1
```
Forces are in eV/Å.


# C5H8N4

An isolated ion of composition C5H8N4 and charge +2 at a distorted geometry (ωB97M-V with the def2-TZVPD basis set, the OMol25 dataset).

Values from the calculation:
Charge: +2
HOMO energy in eV: -18.707
Multiplicity: 1
SMILES string: C1=[NH+][C@@H]2NC[NH+]=C3[C@@H]2N13
Frontier orbital gap in eV: 8.24

```
17
Properties=species:S:1:pos:R:3:forces:R:3
C 0.454 0.067 2.080 -1.4 0.0 4.1
C -0.908 -0.889 0.405 1.3 0.7 -1.8
C -1.055 0.295 -1.490 1.5 -0.7 -3.8
C 0.502 -1.251 0.117 -2.4 -1.1 2.0
C 1.053 0.166 -0.113 -0.9 -0.4 -2.9
N 0.330 0.778 -1.205 -1.4 0.5 0.7
N -0.247 -1.060 1.586 0.6 0.1 -0.9
N 1.063 0.793 1.238 -1.9 -2.9 -1.5
N -1.704 -0.138 -0.338 0.7 -2.3 3.4
H 0.412 0.144 3.250 0.3 0.4 -2.3
H -1.702 1.034 -1.942 0.2 0.5 -0.1
H -0.938 -0.534 -2.277 -0.5 0.8 1.1
H 0.856 -2.353 0.044 -0.2 2.2 -0.3
H 2.004 0.239 -0.502 2.6 -0.4 -0.1
H 0.832 0.911 -2.089 0.1 0.0 0.8
H 1.648 1.556 1.299 1.5 2.4 1.2
H -2.600 0.240 -0.063 -0.2 0.2 0.5
```
Forces are in eV/Å.


# C3H6O3

A 2-piece molecular cluster, C3H6O3 overall at a distorted geometry (ωB97M-V with the def2-TZVPD basis set, the OMol25 dataset).

Values from the calculation:
HOMO energy in eV: -9.982
Multiplicity: 1
SMILES string: CC=O.O=CO
Frontier orbital gap in eV: 10.83

```
12
Properties=species:S:1:pos:R:3:forces:R:3
C -1.691 0.191 -0.696 0.4 -0.1 0.0
C -1.234 0.697 0.638 1.2 1.4 -0.1
O -0.319 1.503 0.778 -1.3 -1.3 -0.1
H -1.805 0.331 1.508 0.1 0.0 0.1
H -1.789 -0.896 -0.652 -0.2 0.1 0.0
H -0.962 0.454 -1.467 -0.1 0.1 0.1
H -2.659 0.637 -0.935 0.0 -0.1 0.0
C 1.960 -0.519 0.562 -0.8 -1.1 -0.4
O 2.746 -0.257 -0.494 -0.3 -0.2 0.1
O 1.128 -1.409 0.535 0.9 1.2 0.3
H 2.450 -0.887 -1.181 0.2 0.3 0.2
H 2.176 0.154 1.405 -0.1 -0.2 -0.2
```
Forces are in eV/Å.


no.,calculated total energy (eV)
1,-78840.0986
2,-10729.9911
3,-100242.4589
4,-11252.3713
5,-9350.3924